106
Properties=species:S:1:pos:R:3:forces:R:3 method="wB97M-V/def2-TZVPD" total_energy_ha=-4361.7360 lumo_energy_ha=0.04848 charge=-1 orbital_gap_ev=5.16 max_force_ha_per_bohr=0.016
C -5.9634 0.3550 -2.0400 0.25 0.11 0.14
C -5.1861 -0.6153 -1.1588 -0.27 0.09 0.18
O -4.9856 -0.0129 0.1276 0.08 0.02 -0.14
C -5.8957 -1.9746 -1.0408 0.06 0.03 -0.12
N -5.1890 -3.0278 -1.7489 -0.06 0.11 -0.32
C -5.4967 -4.3943 -1.3239 0.20 0.04 -0.17
C -5.1388 -4.7380 0.1225 -0.22 0.02 -0.05
O -5.1772 -6.1127 0.3011 -0.09 0.09 0.19
Ga -4.8773 -6.6648 2.0944 0.21 -0.16 0.22
C -2.8850 -7.0739 2.3668 -0.37 0.20 -0.51
C -1.9547 -5.9883 1.8241 0.03 -0.58 0.60
C -0.5226 -6.0611 2.3670 0.08 0.46 -0.36
O -1.8999 -6.0313 0.3896 0.09 0.54 -0.05
H -6.9517 0.5255 -1.6040 -0.07 -0.08 -0.11
H -6.0683 -0.0312 -3.0546 -0.07 -0.01 0.00
H -5.4498 1.3181 -2.0608 0.02 -0.02 -0.12
H -4.1791 -0.7537 -1.5550 0.01 -0.02 0.01
H -5.8328 -0.0245 0.5821 -0.03 -0.04 0.09
H -6.0368 -2.1920 0.0252 0.10 -0.01 0.02
H -6.8950 -1.8817 -1.4872 -0.06 -0.07 0.12
H -4.1923 -2.8614 -1.7472 0.04 -0.08 0.31
H -6.5563 -4.5847 -1.5229 -0.02 -0.04 0.09
H -4.9293 -5.0766 -1.9618 -0.03 0.00 -0.01
H -4.1473 -4.2908 0.3270 0.06 -0.10 -0.01
H -5.8431 -4.2309 0.8060 0.06 0.04 0.02
H -5.7644 -7.9783 2.4043 -0.02 -0.01 -0.11
H -5.2763 -5.4183 3.0516 -0.05 0.05 -0.07
H -2.6814 -8.0205 1.8491 0.22 -0.06 0.18
H -2.7306 -7.2001 3.4431 0.07 -0.09 -0.01
H -2.3496 -5.0119 2.1067 -0.02 0.09 -0.26
H 0.0614 -6.7882 1.7875 -0.08 -0.27 0.26
H -0.0373 -5.0905 2.2322 0.06 -0.05 0.05
H -0.4823 -6.2981 3.4287 -0.04 -0.11 -0.02
H -1.2901 -6.7387 0.1657 -0.11 -0.19 -0.03
O -1.1649 -2.9791 2.9515 0.04 -0.05 0.05
C -0.4040 -2.2810 3.5505 -0.05 0.15 -0.04
O 0.4620 -2.7651 4.4788 -0.06 -0.01 0.03
C 1.2178 -1.6895 5.0602 0.10 0.04 -0.04
C 1.1490 -0.5512 4.0486 -0.13 -0.04 0.02
C -0.2222 -0.7823 3.4229 0.26 0.01 -0.09
H 0.7616 -1.4219 6.0180 -0.04 -0.02 -0.01
H 2.2285 -2.0505 5.2388 -0.01 -0.04 -0.03
H 1.2821 0.4281 4.4941 -0.03 0.00 0.09
H 1.9176 -0.6878 3.2903 0.05 0.01 0.04
H -1.0319 -0.2878 3.9641 -0.02 -0.02 0.00
H -0.2731 -0.5021 2.3733 -0.15 0.01 0.02
O 3.0595 -2.0686 1.8483 -0.01 0.01 -0.03
C 2.5142 -2.8100 1.0756 0.07 -0.01 -0.05
O 2.5930 -4.1514 1.2031 0.04 0.04 0.03
C 1.9404 -4.8006 0.0951 -0.06 -0.09 -0.16
C 0.9724 -3.7659 -0.4607 -0.02 0.08 0.12
C 1.7007 -2.4578 -0.1517 -0.28 -0.34 0.02
H 2.7101 -5.0822 -0.6296 0.02 0.02 0.00
H 1.4528 -5.6981 0.4660 0.03 0.07 0.06
H 0.7432 -3.9180 -1.5133 0.05 -0.01 0.00
H 0.0348 -3.8046 0.0965 -0.02 -0.06 -0.04
H 2.3979 -2.1674 -0.9421 0.00 0.06 0.01
H 1.0220 -1.6363 0.0509 0.17 0.08 0.00
O -1.1097 0.2073 -1.2013 0.10 0.00 -0.05
C -0.3049 0.9311 -0.6922 -0.20 -0.06 0.00
O 0.5287 0.5046 0.2898 0.03 0.19 -0.07
C 1.3373 1.5971 0.7792 0.00 0.02 0.00
C 1.3197 2.6239 -0.3450 0.04 0.04 -0.07
C -0.0405 2.3937 -0.9842 0.15 -0.10 0.24
H 0.8851 1.9617 1.7011 0.01 0.04 0.00
H 2.3341 1.2275 1.0026 -0.07 -0.16 0.06
H 1.4844 3.6388 0.0074 -0.03 -0.01 0.05
H 2.0994 2.3860 -1.0714 0.02 0.02 0.01
H -0.8290 2.9791 -0.5055 -0.04 -0.02 -0.04
H -0.0347 2.5782 -2.0485 -0.20 0.00 -0.09
O 2.6041 2.2525 3.8579 0.01 0.26 0.17
C 2.9971 3.3139 3.4738 0.21 -0.23 -0.13
O 2.7541 3.7371 2.2098 -0.12 0.07 0.01
C 3.4308 4.9724 1.9454 0.13 0.17 -0.03
C 3.6802 5.5915 3.3183 -0.04 -0.10 0.08
C 3.8417 4.3485 4.1946 -0.15 0.19 -0.11
H 4.3531 4.7413 1.4111 0.05 0.06 0.07
H 2.7918 5.5849 1.3111 -0.04 -0.06 -0.02
H 4.5331 6.2665 3.3274 0.04 -0.06 -0.02
H 2.7993 6.1507 3.6379 0.01 0.02 -0.02
H 4.8710 3.9859 4.2079 0.00 -0.03 0.03
H 3.4935 4.4733 5.2162 0.06 -0.07 0.03
O 1.3270 3.6698 -3.4384 0.28 0.13 -0.13
C 0.9314 4.1445 -4.4629 -0.18 -0.05 0.12
O 1.5588 5.1809 -5.0693 0.05 0.01 -0.02
C 0.8076 5.6117 -6.2199 -0.05 0.03 -0.08
C -0.0469 4.4116 -6.6121 0.00 -0.06 0.03
C -0.2962 3.7518 -5.2585 0.14 0.02 -0.22
H 0.2024 6.4728 -5.9286 -0.01 -0.01 0.01
H 1.5114 5.9188 -6.9894 0.05 -0.01 0.05
H -0.9510 4.6922 -7.1475 -0.01 0.04 0.04
H 0.5298 3.7397 -7.2489 0.00 0.01 -0.02
H -1.1719 4.1606 -4.7507 -0.01 -0.04 0.03
H -0.3870 2.6700 -5.3009 -0.06 0.00 0.11
O 5.9720 3.5974 -0.1210 0.11 0.14 0.11
C 5.6099 4.3196 -1.0021 -0.26 -0.29 -0.10
O 5.6617 5.6720 -0.9046 0.01 0.05 0.01
C 5.0506 6.2749 -2.0611 -0.05 0.03 -0.07
C 5.1063 5.2095 -3.1498 0.01 -0.05 -0.02
C 4.9944 3.9266 -2.3311 0.16 0.26 -0.12
H 4.0234 6.5431 -1.8040 -0.01 -0.02 -0.01
H 5.6029 7.1797 -2.3032 0.03 0.00 0.06
H 4.3267 5.3310 -3.8991 -0.06 -0.01 0.06
H 6.0740 5.2456 -3.6529 0.00 0.02 0.00
H 3.9535 3.6451 -2.1554 0.01 -0.05 -0.01
H 5.5302 3.0836 -2.7576 -0.08 -0.10 0.07